73
Properties=species:S:1:pos:R:3:mulliken_charge:R:1 method="wB97M-V/def2-TZVPD" homo_lumo_gap_ev=9.3 relative_energy_ev=2.428 homo_energy_ev=-7.46 total_charge=-1
N -0.66 -0.03 0.09 -0.325
S -0.25 -1.29 0.86 0.724
O 1.02 -1.95 0.65 -0.712
O -1.35 -2.07 1.44 -0.766
F 0.09 -0.52 2.22 -0.143
S 0.03 -0.43 -1.38 1.102
O -0.52 -1.62 -1.95 -0.848
O 1.34 0.02 -1.69 -0.391
F -0.72 0.68 -2.30 -0.416
C 2.70 3.07 -4.00 0.531
O 2.81 3.76 -5.02 -0.707
N 3.46 3.35 -2.92 -0.319
N 1.82 2.09 -3.85 -0.187
H 3.51 2.70 -2.16 0.225
H 4.00 4.19 -3.05 0.191
H 2.21 1.34 -3.29 0.104
H 1.34 1.74 -4.66 0.220
C 2.35 -0.92 4.07 0.650
O 2.90 -1.77 3.37 -0.634
N 1.48 -1.23 5.03 -0.344
N 2.69 0.40 3.94 -0.464
H 1.32 -2.21 5.18 0.204
H 1.16 -0.67 5.81 0.174
H 2.19 1.04 4.54 0.255
H 2.57 0.64 2.96 0.209
C 2.68 2.99 1.07 0.623
O 2.44 4.09 1.55 -0.641
N 1.85 1.91 1.25 -0.052
N 3.69 2.81 0.20 -0.441
H 0.95 1.91 1.68 0.146
H 2.19 1.18 0.64 -0.026
H 4.09 3.63 -0.21 0.246
H 4.20 1.94 0.12 0.213
C -4.60 -0.15 -0.02 0.484
O -5.64 0.52 -0.11 -0.718
N -4.54 -1.40 0.50 -0.284
N -3.39 0.36 -0.21 0.050
H -5.35 -1.85 0.89 0.204
H -3.81 -2.06 0.29 0.164
H -2.56 -0.21 -0.11 0.016
H -3.36 1.29 -0.60 0.155
C -2.36 -0.61 5.11 0.694
O -1.89 0.41 5.61 -0.674
N -2.54 -1.79 5.76 -0.386
N -2.82 -0.64 3.84 -0.343
H -2.29 -1.89 6.73 0.213
H -3.02 -2.47 5.20 0.173
H -2.82 -1.55 3.41 0.231
H -2.71 0.10 3.17 0.106
C 3.64 -3.17 -1.85 0.677
O 4.53 -3.05 -1.02 -0.656
N 2.31 -3.25 -1.61 -0.180
N 3.94 -3.30 -3.16 -0.419
H 1.71 -3.44 -2.38 0.159
H 1.97 -2.89 -0.73 0.226
H 3.24 -3.60 -3.82 0.161
H 4.93 -3.26 -3.37 0.223
C -0.98 3.45 0.49 0.469
O -1.24 4.62 0.81 -0.735
N -1.37 2.42 1.23 0.083
N -0.39 3.06 -0.63 -0.129
H -1.97 2.44 2.03 0.139
H -0.96 1.56 0.88 0.037
H -0.09 2.11 -0.67 0.101
H 0.15 3.83 -0.99 0.209
C -3.23 -2.21 -4.83 0.571
O -3.46 -2.33 -6.04 -0.699
N -2.05 -1.95 -4.25 -0.171
N -4.27 -2.17 -3.99 -0.393
H -1.81 -2.13 -3.29 0.276
H -1.31 -1.75 -4.90 0.146
H -4.08 -1.71 -3.11 0.184
H -5.14 -2.12 -4.47 0.232

64
Properties=species:S:1:pos:R:3:mulliken_charge:R:1 method="wB97M-V/def2-TZVPD" homo_lumo_gap_ev=9.6 relative_energy_ev=4.675 homo_energy_ev=-9.57
C -3.19 -0.43 -1.24 0.362
O -2.79 -0.23 -0.17 -0.621
N -2.30 -0.72 -2.14 -0.125
N -4.40 -0.21 -1.65 -0.276
H -1.34 -0.87 -1.87 0.001
H -2.53 -0.82 -3.12 0.126
H -4.77 -0.60 -2.50 0.192
H -5.09 -0.07 -0.92 0.254
C 1.35 0.04 -5.63 0.646
O 1.65 0.78 -6.61 -0.687
N 2.02 0.04 -4.46 -0.267
N 0.58 -1.03 -5.71 -0.384
H 1.83 -0.61 -3.72 0.083
H 2.76 0.70 -4.27 0.169
H 0.38 -1.30 -6.66 0.233
H 0.70 -1.75 -5.02 0.198
C 1.25 0.51 -0.85 0.804
O 1.11 -0.44 -1.56 -0.635
N 0.60 1.68 -1.02 -0.388
N 1.88 0.52 0.32 -0.271
H 0.79 2.35 -0.29 0.128
H -0.21 1.93 -1.57 0.225
H 1.74 1.30 0.96 0.088
H 2.34 -0.34 0.58 0.159
C 1.32 0.00 5.61 0.503
O 1.41 0.52 6.75 -0.717
N 1.37 0.70 4.46 -0.341
N 1.18 -1.27 5.46 -0.266
H 1.49 0.30 3.54 0.065
H 1.66 1.67 4.46 0.354
H 1.06 -1.77 4.60 0.167
H 1.10 -1.91 6.25 0.220
C -3.78 3.30 -2.24 0.658
O -4.49 3.18 -1.28 -0.640
N -2.88 2.46 -2.55 -0.230
N -3.93 4.26 -3.11 -0.432
H -2.70 1.71 -1.90 0.081
H -2.52 2.35 -3.49 0.213
H -4.85 4.68 -3.12 0.242
H -3.24 4.41 -3.84 0.173
C 0.13 -3.86 -0.39 0.557
O -0.63 -4.74 -0.09 -0.750
N 1.33 -3.81 -0.04 -0.303
N -0.15 -2.86 -1.16 -0.120
H 1.65 -4.64 0.45 0.218
H 1.82 -2.95 -0.21 0.129
H 0.55 -2.14 -1.27 0.112
H -0.95 -2.88 -1.77 0.199
C -0.76 2.84 2.34 0.670
O -0.04 3.77 2.41 -0.672
N -1.62 2.69 1.32 -0.188
N -0.84 1.84 3.24 -0.343
H -2.22 1.88 1.28 0.042
H -1.89 3.44 0.70 0.165
H -1.48 1.07 3.12 0.123
H -0.27 1.83 4.08 0.245
C 3.46 -1.90 2.82 0.519
O 3.33 -1.65 1.61 -0.799
N 2.75 -2.83 3.40 -0.415
N 4.42 -1.33 3.53 -0.390
H 2.16 -3.11 2.64 0.270
H 3.31 -3.48 3.94 0.217
H 5.18 -0.85 3.08 0.241
H 4.21 -1.34 4.52 0.212

65
Properties=species:S:1:pos:R:3:mulliken_charge:R:1 method="wB97M-V/def2-TZVPD" homo_lumo_gap_ev=4.2 relative_energy_ev=0.000 homo_energy_ev=-17.12 total_charge=+3
Tl 0.08 -1.00 0.28 1.736
C -3.24 0.88 1.28 0.577
O -2.01 0.74 1.10 -0.239
N -4.13 -0.05 0.88 -0.371
N -3.73 2.08 1.66 -0.405
H -3.78 -0.92 0.53 0.129
H -5.12 0.12 0.94 0.188
H -3.06 2.79 1.89 0.279
H -4.71 2.21 1.84 0.184
C -2.28 -0.26 -2.70 0.460
O -1.61 -0.06 -1.68 -0.279
N -2.40 0.70 -3.66 -0.359
N -2.89 -1.43 -3.05 -0.413
H -1.90 1.57 -3.62 0.204
H -3.02 0.56 -4.44 0.159
H -3.55 -1.44 -3.80 0.178
H -2.88 -2.22 -2.42 0.186
C 3.89 -0.42 0.56 0.514
O 2.69 -0.11 0.77 -0.180
N 4.36 -1.69 0.75 -0.457
N 4.79 0.51 0.19 -0.371
H 3.65 -2.38 0.92 0.186
H 5.25 -1.87 0.33 0.202
H 4.53 1.46 0.01 0.197
H 5.73 0.20 0.03 0.176
C 0.36 1.23 3.58 0.352
O 0.72 0.65 2.55 -0.214
N 1.27 1.47 4.57 -0.426
N -0.88 1.71 3.83 -0.292
H 2.17 1.04 4.45 0.257
H 1.04 1.99 5.39 0.160
H -1.05 2.27 4.64 0.184
H -1.59 1.56 3.13 0.037
C 1.45 0.72 -2.94 0.498
O 1.55 0.18 -1.83 -0.197
N 2.06 1.89 -3.25 -0.388
N 0.76 0.14 -3.95 -0.370
H 2.61 2.35 -2.56 0.248
H 1.98 2.30 -4.17 0.174
H 0.20 -0.66 -3.71 0.098
H 0.75 0.56 -4.86 0.182
C 0.98 2.94 0.09 0.302
O 0.36 1.87 0.04 -0.333
N 1.77 3.21 1.17 -0.398
N 0.88 3.93 -0.84 -0.344
H 1.88 2.36 1.72 0.153
H 2.63 3.74 1.08 0.270
H 1.52 4.70 -0.78 0.187
H 0.17 3.86 -1.54 0.247
C -2.00 -1.87 3.41 0.647
O -0.92 -1.82 2.79 -0.586
N -3.07 -2.52 2.91 -0.355
N -2.16 -1.28 4.62 -0.367
H -3.99 -2.54 3.32 0.192
H -3.03 -2.89 1.98 0.162
H -2.95 -1.51 5.20 0.214
H -1.35 -0.90 5.06 0.232
C 1.18 -3.48 -2.70 0.499
O 0.91 -2.60 -1.85 -0.585
N 0.97 -4.79 -2.45 -0.443
N 1.83 -3.14 -3.84 -0.340
H 1.33 -5.56 -2.98 0.209
H 0.71 -4.96 -1.49 0.213
H 2.26 -2.24 -3.87 0.229
H 2.01 -3.86 -4.52 0.207

64
Properties=species:S:1:pos:R:3:mulliken_charge:R:1 method="wB97M-V/def2-TZVPD" homo_lumo_gap_ev=9.7 relative_energy_ev=0.918 homo_energy_ev=-7.37 total_charge=-1
P 0.58 0.11 0.03 1.763
F 0.90 1.72 0.12 -0.585
F 2.00 -0.11 -0.67 -0.411
F 1.21 -0.03 1.52 -0.255
F 0.29 -1.46 -0.08 -0.396
F -0.85 0.35 0.77 -0.542
F -0.17 0.40 -1.38 -0.405
C 4.15 1.81 1.40 -0.469
O 4.37 3.12 1.90 -0.546
H 4.39 1.07 2.16 0.167
H 3.17 1.69 0.93 0.155
H 4.78 1.65 0.51 0.390
H 4.80 3.66 1.23 0.296
C -1.32 4.38 0.87 -0.534
O -0.37 3.63 1.59 -0.524
H -2.29 4.37 1.39 0.247
H -1.02 5.43 0.81 0.252
H -1.51 3.96 -0.12 0.161
H -0.03 2.93 1.02 0.400
C 1.81 2.32 -3.28 -0.410
O 0.88 3.22 -3.85 -0.515
H 1.24 1.39 -3.23 0.120
H 2.64 2.11 -3.96 0.355
H 2.26 2.53 -2.31 0.223
H 1.27 4.06 -4.11 0.257
C -4.62 0.11 0.07 -0.519
O -3.67 -0.12 1.11 -0.567
H -5.61 0.24 0.51 0.329
H -4.27 0.95 -0.53 0.250
H -4.70 -0.79 -0.54 0.097
H -2.80 0.05 0.74 0.362
C 4.09 -2.16 1.51 -0.700
C 3.12 -2.60 2.62 -0.349
O 1.80 -2.75 2.13 -0.573
H 5.11 -2.26 1.89 0.389
H 3.86 -1.13 1.27 -0.033
H 4.02 -2.85 0.67 0.246
H 3.14 -1.86 3.43 0.235
H 3.42 -3.56 3.04 0.358
H 1.54 -1.90 1.77 0.293
C -3.74 -1.56 -2.88 -1.174
C -2.94 -2.54 -2.06 0.423
O -3.17 -3.90 -2.41 -0.559
H -4.82 -1.53 -2.76 0.348
H -3.49 -1.51 -3.94 0.381
H -3.43 -0.55 -2.57 0.259
H -3.20 -2.44 -1.00 0.118
H -1.88 -2.29 -2.15 -0.043
H -3.03 -3.98 -3.36 0.318
O 0.05 -4.64 0.91 -0.682
H 0.44 -3.84 1.29 0.442
H -0.23 -4.36 0.03 0.332
O 0.12 0.43 4.09 -0.673
H 0.56 0.89 4.81 0.259
H 0.59 0.71 3.29 0.298
O 0.35 -3.57 -1.89 -0.655
H 0.54 -2.63 -1.78 0.231
H 1.21 -4.00 -1.83 0.303
O -1.51 1.98 -3.25 -0.676
H -1.05 2.79 -3.52 0.291
H -1.10 1.77 -2.40 0.317
O -2.80 0.44 3.82 -0.682
H -3.24 0.26 2.97 0.500
H -1.86 0.41 3.62 0.310